{"formula": "C39H77As3MoN4PSi2", "method": "ωB97M-V/def2-TZVPD", "largest_force_ha_per_bohr": 0.042, "total_energy_ha": -9446.88118, "charge": 1, "homo_lumo_gap_ev": 5.675, "symbols": ["Mo", "C", "Si", "C", "C", "C", "C", "C", "C", "C", "Si", "C", "C", "H", "H", "H", "H", "H", "H", "H", "H", "H", "H", "H", "H", "H", "H", "H", "H", "C", "As", "C", "C", "C", "C", "C", "As", "C", "C", "C", "As", "C", "C", "H", "H", "H", "H", "H", "H", "H", "H", "H", "H", "H", "H", "H", "H", "H", "H", "H", "H", "H", "H", "H", "H", "H", "H", "H", "H", "H", "C", "C", "C", "C", "P", "N", "C", "C", "C", "C", "C", "C", "C", "C", "H", "H", "H", "H", "H", "H", "H", "H", "H", "H", "H", "H", "H", "H", "H", "H", "H", "H", "H", "H", "H", "H", "H", "H", "H", "H", "H", "N", "C", "H", "N", "C", "C", "C", "C", "C", "N", "H", "H", "H", "H", "H", "H"], "coordinates": [[0.3598, -0.4482, 0.0306], [3.4131, 0.2708, -2.1848], [2.3154, 1.1049, -0.8898], [1.6830, 2.6795, -1.7786], [3.4950, 1.8269, 0.3760], [4.5574, 2.6711, 0.0386], [5.3610, 3.2207, 1.0204], [5.1154, 2.9264, 2.3582], [4.0731, 2.0833, 2.7004], [3.2510, 1.5309, 1.7107], [1.9981, 0.1800, 2.0766], [3.0904, -1.3434, 2.2119], [1.3815, 0.5640, 3.8230], [4.2596, 0.9299, -2.3862], [2.9045, 0.0904, -3.1316], [3.8204, -0.6776, -1.8315], [2.4593, 3.4364, -1.6552], [0.7726, 3.0896, -1.3394], [1.5325, 2.5409, -2.8490], [4.7571, 2.9134, -0.9988], [6.1778, 3.8770, 0.7512], [5.7435, 3.3515, 3.1299], [3.9125, 1.8585, 3.7458], [3.6386, -1.2938, 3.1549], [3.8168, -1.3358, 1.3987], [2.5385, -2.2727, 2.1732], [2.2515, 0.7866, 4.4393], [0.8734, -0.2799, 4.2904], [0.7316, 1.4398, 3.8452], [-1.7648, 5.2103, 3.0019], [-0.8754, 3.9164, 1.8250], [0.8904, 4.7583, 1.8990], [-1.3598, 4.6999, 0.0816], [-2.6702, 4.2665, -0.5753], [-3.8140, 4.2789, 0.4472], [-2.6160, 2.9086, -1.2925], [-2.1236, 1.1481, -0.5119], [-3.5059, 0.8987, 0.8351], [-3.0372, 0.1104, -1.9166], [-3.0563, 5.3030, -1.6536], [-1.9916, 5.9297, -3.2060], [-0.2609, 6.4584, -2.4458], [-1.3664, 4.2609, -4.0557], [-1.6944, 6.2175, 2.5909], [-1.2681, 5.1904, 3.9720], [-2.8119, 4.9520, 3.1459], [0.8550, 5.7583, 1.4655], [1.6308, 4.1616, 1.3717], [1.1971, 4.8371, 2.9417], [-0.5234, 4.4957, -0.5859], [-1.3798, 5.7831, 0.2293], [-3.6368, 3.5880, 1.2684], [-4.7583, 4.0037, -0.0258], [-3.9328, 5.2764, 0.8721], [-1.9653, 2.9909, -2.1643], [-3.6211, 2.7060, -1.6739], [-4.4494, 1.2547, 0.4206], [-3.2735, 1.4288, 1.7513], [-3.5785, -0.1651, 1.0519], [-3.9351, -0.3418, -1.4985], [-2.4000, -0.6671, -2.3211], [-3.3184, 0.7810, -2.7256], [-3.2912, 6.2458, -1.1471], [-3.9998, 4.9896, -2.1166], [-0.4017, 7.2431, -1.7040], [0.3290, 6.8726, -3.2636], [0.2908, 5.6318, -2.0029], [-2.1824, 3.5466, -4.1579], [-0.5402, 3.8161, -3.4946], [-1.0109, 4.5148, -5.0533], [-2.5315, -3.2188, 1.9203], [-1.9744, -3.8998, 0.6640], [-2.4901, -3.0909, -0.5241], [-2.5655, -5.3124, 0.5791], [-0.0916, -3.8200, 0.7175], [0.4061, -2.3313, 0.3456], [0.6101, -5.0434, -0.5317], [0.4878, -6.5270, -0.1581], [-0.1595, -4.8726, -1.8511], [2.1058, -4.7253, -0.7615], [0.4765, -4.3316, 2.4457], [1.9754, -4.6826, 2.4175], [0.2630, -3.1407, 3.4023], [-0.2411, -5.5559, 3.0338], [-3.6111, -3.1119, 1.7924], [-2.1126, -2.2296, 2.0666], [-2.3744, -3.7991, 2.8246], [-3.5708, -2.9799, -0.4140], [-2.3052, -3.5626, -1.4853], [-2.0493, -2.0943, -0.5330], [-3.6466, -5.2263, 0.7055], [-2.2042, -5.9829, 1.3535], [-2.3961, -5.7767, -0.3896], [-0.5382, -6.8344, 0.0255], [1.0942, -6.8069, 0.6979], [0.8516, -7.1088, -1.0083], [-1.1280, -5.3686, -1.8154], [0.4140, -5.3450, -2.6505], [-0.3178, -3.8358, -2.1233], [2.7426, -5.3548, -0.1457], [2.3639, -3.6894, -0.5444], [2.3621, -4.9290, -1.8023], [2.5858, -3.9662, 1.8736], [2.1541, -5.6677, 1.9954], [2.3332, -4.7065, 3.4479], [0.2654, -2.1863, 2.8841], [1.0643, -3.1181, 4.1413], [-0.6782, -3.2303, 3.9409], [-0.1574, -6.4410, 2.4078], [-1.2914, -5.3769, 3.2451], [0.2408, -5.7889, 3.9859], [-1.1704, 0.0763, 2.7435], [-0.5039, -0.0897, 1.7670], [-1.0362, 0.4202, 3.6780], [-0.6538, 1.0687, -3.0909], [0.0168, -0.0948, -3.3392], [0.1776, -0.5204, -4.6686], [0.9367, -1.6274, -4.9392], [1.5302, -2.3050, -3.8752], [1.2723, -1.8648, -2.6034], [0.4917, -0.8038, -2.2989], [-0.8146, 1.6608, -3.8931], [-0.3657, 1.5738, -2.2641], [-0.2665, 0.0655, -5.4615], [1.0914, -1.9478, -5.9599], [2.1715, -3.1592, -4.0284], [1.6986, -2.3632, -1.7495]], "forces_ev_per_a": [[-0.301, -2.009, -0.656], [-0.036, -0.061, 0.071], [-0.092, 0.481, 0.199], [0.097, -0.060, -0.056], [-0.022, 0.004, -0.094], [-0.039, -0.001, 0.028], [0.004, 0.000, 0.048], [0.025, 0.011, -0.033], [-0.045, 0.061, -0.042], [-0.083, 0.035, 0.200], [0.234, -0.046, -0.403], [-0.094, 0.079, 0.047], [0.052, -0.087, 0.019], [0.035, 0.045, 0.015], [0.005, 0.026, -0.051], [0.047, -0.050, 0.008], [0.028, 0.073, -0.035], [-0.055, 0.000, 0.053], [-0.009, 0.002, -0.069], [0.010, 0.004, -0.066], [0.023, 0.020, -0.003], [0.014, 0.011, 0.013], [-0.016, -0.009, 0.067], [0.099, -0.028, 0.046], [0.030, -0.016, -0.075], [-0.033, 0.182, 0.059], [0.069, -0.002, 0.016], [0.018, -0.031, 0.035], [0.066, 0.086, 0.010], [-0.007, 0.007, -0.010], [0.025, -0.212, 0.046], [0.015, 0.024, 0.049], [0.008, -0.059, -0.025], [-0.081, -0.031, 0.026], [0.038, 0.020, -0.057], [0.145, -0.047, 0.011], [0.243, -0.212, 0.282], [0.081, 0.045, 0.030], [-0.128, -0.049, 0.110], [-0.098, 0.111, -0.047], [-0.042, -0.020, -0.053], [0.033, 0.004, -0.032], [0.153, 0.005, -0.020], [0.004, 0.025, 0.004], [-0.005, -0.013, -0.007], [-0.001, 0.008, 0.002], [-0.015, 0.023, 0.014], [0.047, -0.089, -0.073], [0.021, -0.019, -0.003], [-0.003, -0.036, 0.046], [0.023, 0.022, 0.017], [0.032, -0.086, 0.070], [-0.031, 0.000, -0.019], [0.005, 0.027, 0.014], [-0.124, 0.017, 0.190], [0.007, 0.002, -0.048], [0.029, -0.005, 0.018], [0.031, 0.039, 0.079], [0.017, -0.054, 0.016], [-0.028, -0.012, 0.042], [0.033, -0.084, 0.028], [0.002, -0.018, 0.010], [0.005, -0.011, 0.007], [0.021, 0.023, 0.001], [-0.010, 0.000, 0.015], [-0.011, 0.017, -0.005], [0.017, 0.034, -0.038], [-0.077, 0.040, -0.054], [-0.034, 0.048, -0.047], [0.035, 0.019, -0.018], [-0.036, -0.039, 0.058], [0.039, 0.018, 0.024], [-0.060, 0.184, -0.118], [0.032, -0.052, -0.011], [-0.173, -0.715, 0.551], [0.049, 1.347, -0.134], [0.069, 0.171, -0.087], [-0.029, 0.000, 0.102], [0.013, -0.013, -0.090], [0.009, 0.053, 0.027], [-0.005, -0.008, -0.001], [0.049, -0.022, -0.166], [-0.018, 0.066, -0.004], [-0.003, -0.030, -0.035], [0.002, 0.012, -0.006], [0.054, 0.208, 0.029], [-0.008, -0.002, -0.007], [-0.038, -0.021, -0.015], [-0.011, 0.017, 0.010], [-0.045, 0.007, -0.020], [-0.023, 0.022, -0.002], [0.013, -0.016, 0.040], [-0.016, -0.014, 0.033], [-0.010, -0.015, 0.008], [0.030, 0.021, 0.043], [0.018, 0.023, -0.025], [0.042, 0.048, -0.023], [0.009, -0.019, -0.001], [0.053, 0.155, -0.076], [0.012, -0.006, 0.053], [0.012, -0.035, 0.030], [0.001, -0.010, -0.015], [-0.037, -0.162, -0.001], [-0.013, -0.056, -0.040], [0.012, 0.000, 0.003], [0.058, 0.012, 0.030], [0.013, -0.018, 0.026], [-0.010, 0.047, -0.015], [0.000, -0.020, -0.011], [-0.020, -0.002, -0.013], [0.009, 0.010, 0.026], [-0.415, -0.588, -0.380], [-0.477, 0.605, 0.570], [0.089, 0.293, -0.124], [0.258, -0.055, -0.207], [-0.061, 0.174, -0.014], [0.021, -0.004, 0.020], [-0.006, 0.016, 0.035], [-0.106, -0.016, 0.122], [0.057, -0.200, 0.051], [0.013, 0.482, -0.055], [0.044, -0.016, 0.092], [0.131, -0.027, -0.129], [-0.011, 0.013, -0.004], [0.004, -0.010, -0.030], [0.015, -0.031, 0.009], [-0.006, -0.005, -0.056]], "lowdin_charge": [0.973, -0.202, 0.523, -0.216, -0.342, -0.099, -0.076, -0.076, -0.089, -0.324, 0.542, -0.188, -0.206, 0.034, 0.015, 0.030, 0.033, -0.015, 0.023, 0.100, 0.105, 0.105, 0.090, 0.048, 0.041, -0.040, 0.029, 0.023, 0.020, -0.331, 1.109, -0.313, -0.378, -0.654, -0.080, -0.327, 1.132, -0.303, -0.287, -0.387, 1.156, -0.343, -0.362, 0.031, 0.020, 0.009, 0.031, 0.002, 0.025, 0.028, 0.078, 0.039, 0.092, 0.089, 0.011, 0.082, 0.040, -0.001, 0.015, 0.031, -0.002, 0.027, 0.068, 0.068, 0.022, 0.020, -0.006, 0.017, -0.009, 0.020, -0.079, -0.589, -0.104, -0.066, 0.982, -0.345, -0.573, -0.069, -0.088, -0.081, -0.572, -0.085, -0.089, -0.072, 0.096, 0.048, 0.062, 0.095, 0.069, 0.024, 0.099, 0.066, 0.066, 0.067, 0.064, 0.102, 0.068, 0.095, 0.053, 0.077, 0.049, 0.086, 0.052, 0.068, 0.099, 0.016, 0.093, 0.079, 0.067, 0.064, 0.101, 0.115, -0.528, 0.081, 0.098, -0.379, 0.003, -0.038, -0.059, -0.201, -0.021, 0.091, -0.010, 0.121, 0.120, 0.114, 0.059]}